C15H34Cl14O2PS | the ωB97M-V functional and the def2-TZVPD basis

The geometry in XYZ format:
```
67
Properties=species:S:1:pos:R:3:forces:R:3
C 2.43594 2.01478 -0.01441 0.24 -0.08 0.04
S 1.15350 3.14158 -0.37039 -0.02 0.37 -0.10
O 1.24617 3.60301 -1.72053 -0.01 -0.06 0.26
O 0.91821 4.01796 0.73912 0.04 -0.15 -0.25
P -0.69556 1.95209 -0.36210 -0.28 -0.17 -0.01
H 3.30922 2.65891 0.12207 0.03 -0.07 0.02
H 2.23943 1.48260 0.91451 -0.07 0.04 0.02
H 2.60695 1.34474 -0.85529 -0.04 0.03 -0.02
H -1.61901 2.70597 -1.10914 0.07 0.04 0.02
H -1.19741 1.86254 0.93454 0.06 -0.09 0.03
H -0.57263 0.66940 -0.89624 0.00 -0.02 -0.04
Cl 5.32533 0.86146 -2.16099 -0.02 -0.02 -0.02
C 6.32246 2.12122 -1.37838 0.02 0.07 0.03
C 6.87804 1.67172 -0.05229 -0.06 0.01 -0.08
Cl 5.56035 1.40084 1.13223 0.08 0.00 0.12
H 5.69150 2.99937 -1.26127 0.03 0.02 0.00
H 7.13998 2.36331 -2.05299 0.00 -0.05 -0.03
H 7.52948 2.44134 0.35434 -0.02 0.00 0.02
H 7.43486 0.74259 -0.13257 -0.03 -0.02 -0.02
Cl 9.98523 2.62751 -1.57294 0.00 0.00 -0.02
C 10.81957 3.95003 -0.70623 0.00 0.04 0.03
C 11.23339 3.53463 0.68191 0.03 0.00 -0.02
Cl 9.82264 3.28445 1.74823 0.01 0.00 0.02
H 10.14372 4.80048 -0.67780 -0.01 -0.01 -0.01
H 11.69749 4.20801 -1.29471 0.01 -0.03 0.01
H 11.83676 4.32032 1.13217 -0.01 0.01 0.00
H 11.80098 2.60826 0.66794 -0.01 -0.01 0.00
Cl -3.47668 4.09305 -1.54057 -0.04 0.02 -0.01
C -3.43391 5.59868 -0.55641 0.03 0.04 0.01
C -4.64159 5.70371 0.33926 0.00 0.00 0.01
Cl -6.13779 5.91970 -0.59367 0.00 0.00 0.00
H -3.38120 6.42294 -1.26165 -0.02 -0.01 -0.01
H -2.52170 5.57358 0.03761 -0.01 -0.03 0.00
H -4.52581 6.57264 0.98501 -0.01 0.01 -0.01
H -4.75892 4.81511 0.95494 0.00 0.00 0.00
Cl -0.69566 -1.26273 1.08199 0.05 -0.05 0.07
C -1.49371 -0.79454 2.60971 -0.08 0.21 0.01
C -2.99466 -0.73660 2.48506 -0.03 -0.15 0.02
Cl -3.53093 0.51043 1.31330 0.07 0.12 0.04
H -1.08902 0.17249 2.90374 0.00 -0.02 0.04
H -1.21302 -1.52849 3.36215 -0.02 -0.06 -0.05
H -3.42033 -0.47718 3.45221 -0.06 0.07 -0.04
H -3.42280 -1.67453 2.14208 0.04 -0.03 -0.02
Cl -6.53682 -1.54275 0.81552 0.06 -0.05 0.01
C -5.65247 -1.91685 -0.69159 -0.01 0.02 -0.05
C -5.23756 -3.36255 -0.76993 -0.01 0.01 -0.01
Cl -3.96207 -3.77163 0.41510 0.00 0.03 0.02
H -4.79395 -1.25066 -0.74090 -0.01 0.00 0.04
H -6.32880 -1.69251 -1.51442 -0.01 -0.01 0.00
H -4.82722 -3.57355 -1.75598 0.01 0.01 0.01
H -6.07697 -4.02658 -0.59122 0.03 -0.02 0.02
Cl -7.74233 -5.87558 -1.64795 -0.05 -0.01 -0.04
C -8.77290 -6.36526 -0.27246 -0.02 0.00 0.03
C -8.04161 -6.26272 1.04218 -0.01 0.03 0.01
Cl -6.70923 -7.43845 1.16575 0.01 0.01 0.00
H -9.10600 -7.38071 -0.46804 0.03 -0.01 0.01
H -9.63326 -5.69886 -0.26356 0.01 0.01 -0.02
H -8.73379 -6.46866 1.85659 0.00 -0.02 0.00
H -7.61642 -5.27109 1.18122 -0.01 0.00 0.00
Cl -0.64252 -4.28611 -1.02039 0.00 -0.01 -0.03
C 0.99871 -4.81042 -1.48653 0.02 -0.01 0.00
C 2.00476 -4.51280 -0.40366 -0.09 -0.04 0.00
Cl 2.23430 -2.75280 -0.18962 0.11 0.06 -0.01
H 1.25496 -4.30664 -2.41471 0.00 0.00 0.00
H 0.95843 -5.88405 -1.65991 -0.02 0.00 0.02
H 2.97379 -4.93400 -0.66229 0.00 0.03 -0.03
H 1.68003 -4.91224 0.55328 0.01 0.01 0.01
```
Positions in Å, forces in eV/Å.

Summary:
- E: -7924.368378 Ha
- Highest occupied orbital energy: -0.4488 Ha
- LUMO level: -3.38 eV
- Charge: +1
- Orbital gap: 0.3247 Ha